No. 1
{"formula": "C3H6BBrO2", "method": "ωB97M-V/def2-TZVPD", "elements": ["B", "C", "H", "O", "H", "H", "H", "H", "H", "O", "C", "Br", "C"], "coordinates": [[1.049686, -0.219513, 1.163204], [-0.052538, -0.784446, 0.003889], [3.143387, -0.861167, 1.407663], [2.304865, -1.019397, 0.864005], [-2.629146, 0.246433, -2.166032], [1.569781, 1.527684, 0.245673], [0.695543, -0.689387, 2.243219], [-1.375676, -1.193228, -2.276046], [-1.384276, 0.730435, 0.070882], [1.112899, 1.242727, 1.048242], [-1.219823, -0.111053, -0.521978], [0.378346, -2.574251, -0.463087], [-1.883060, -0.411771, -1.691391]], "forces_ev_per_angstrom": [[2.49, 0.81, -1.06], [-1.65, -0.79, -0.67], [-1.95, 0.22, -1.09], [0.45, 1.22, 1.35], [0.35, -0.59, 0.58], [0.18, -0.17, 0.23], [-0.60, 0.11, 0.10], [-0.84, 0.22, 0.04], [-0.81, 1.55, 0.63], [-0.29, -1.86, 0.29], [1.80, -1.54, -0.54], [-0.36, 0.64, -0.06], [1.23, 0.18, 0.20]], "lowdin_charge": [-0.72, -0.49, 0.13, -0.07, 0.06, 0.10, 0.17, 0.04, 0.08, 0.07, -0.23, 0.84, 0.02], "energy_ha": -2867.147791, "multiplicity": 3, "s2": 2.04, "charge": 0, "fmax_ha_per_bohr": 0.055}


No. 2
{"formula": "C20H31N2O5", "method": "ωB97M-V/def2-TZVPD", "elements": ["C", "H", "H", "C", "H", "C", "H", "C", "H", "H", "C", "O", "H", "H", "H", "N", "C", "H", "C", "H", "O", "C", "H", "C", "H", "H", "C", "H", "H", "O", "H", "N", "H", "H", "H", "C", "C", "C", "H", "C", "C", "H", "C", "H", "H", "H", "O", "H", "H", "H", "C", "C", "H", "C", "H", "O", "H", "C"], "coordinates": [[-2.619809, -0.546129, 0.382013], [3.492565, -0.285371, 2.211811], [-2.410945, 3.524694, -0.502800], [-1.840030, -2.389150, 2.294231], [-1.922995, 0.552027, -2.078493], [-0.715536, 4.930280, 0.291732], [0.740570, 1.415677, -0.380370], [-0.475503, 2.933784, -1.577324], [-0.101414, -3.178565, -2.498635], [-1.796380, -3.095777, -3.322321], [-0.984548, 0.217529, -1.425195], [-1.037535, -4.705761, 2.941492], [-0.464890, -4.657786, 5.193680], [-1.652760, -3.157923, -0.560535], [-3.664248, -2.631743, 0.820716], [-1.455514, -0.902948, -0.525243], [-2.216429, -3.789764, 3.097250], [0.858466, 4.090543, 1.458795], [2.987971, -0.225472, -0.187233], [-1.562706, 5.641300, 0.741299], [0.990212, 0.527153, -3.131992], [-3.070745, -1.775027, 1.402617], [-3.137864, -4.354584, 2.648509], [5.571394, 1.678800, -0.569078], [-2.292906, -3.596531, 4.264385], [5.770996, 1.439674, 1.922564], [0.097550, -0.439787, -2.476978], [-0.470570, 4.567556, 2.340814], [-0.855606, -2.613181, 1.697736], [2.746440, -1.053120, -3.816310], [-2.444955, 0.390526, 1.060933], [-0.189312, 4.100587, 1.442284], [0.629790, 3.380868, -1.636350], [-3.864858, -1.341374, 2.180306], [-1.562320, -1.602927, 3.133523], [5.157000, 1.135214, 0.957250], [3.372722, 0.355103, -1.703986], [-1.826220, -2.186451, -1.232480], [6.518819, 2.374303, -0.692782], [-1.044531, -2.464135, -2.643892], [2.351434, -0.079143, -2.952427], [-0.784453, 2.689521, -2.699942], [-1.449199, 4.066104, -0.902126], [-1.746280, 4.815611, -1.778910], [0.759358, -1.208263, -1.867153], [-0.955967, 1.814215, 0.349092], [-0.705141, -1.264546, -3.423802], [-2.987623, -2.163220, -1.474897], [4.959783, 1.669092, -3.016067], [-3.554018, -0.277320, -0.310939], [-0.412193, 1.543317, -0.650813], [-0.101776, -4.543100, 4.068410], [0.162280, 5.606542, -0.093021], [3.854071, 0.137773, 1.179390], [2.041925, -0.933797, -0.066773], [1.234591, -4.320848, 3.929894], [-0.635962, -1.131808, 0.114238], [4.715804, 1.317759, -1.926095]], "forces_ev_per_angstrom": [[-2.77, 0.56, 1.57], [0.98, 0.98, -2.28], [1.75, 1.21, -0.66], [-0.07, 0.23, 0.88], [1.93, -0.84, 1.42], [-0.86, 0.89, 0.03], [-2.51, -0.15, -0.51], [0.52, 0.00, -0.11], [-1.78, 1.82, -0.12], [1.63, 1.52, 1.54], [-0.02, 2.58, -2.25], [1.34, 1.51, 3.03], [0.07, 0.25, -2.59], [-0.27, 2.49, -1.19], [1.51, 1.85, 1.17], [0.76, -0.69, 1.62], [0.65, 0.18, 0.30], [-1.41, 0.05, -0.18], [2.51, 2.12, -0.20], [1.91, -1.41, -1.14], [1.05, -2.92, 2.07], [-0.47, -0.38, 0.31], [1.79, 1.16, 0.97], [-2.82, -1.90, 0.12], [-0.43, -0.26, -2.55], [-1.28, -0.62, -2.49], [-0.26, -0.92, 0.70], [0.44, -0.72, -1.30], [-1.92, 0.32, 0.96], [-2.95, 6.94, 5.98], [0.26, -1.78, -1.60], [0.21, 0.90, 0.36], [-2.42, -1.06, 0.09], [1.76, -0.69, -1.90], [-0.46, -1.46, -1.86], [-2.54, -1.41, -2.76], [1.20, 0.89, 2.96], [-1.08, -2.37, -1.79], [-2.23, -1.67, 0.37], [-0.46, -1.50, -0.90], [3.03, -4.98, -4.22], [0.53, 0.49, 2.48], [0.59, 0.01, -0.67], [0.49, -1.53, 2.05], [-1.15, 1.47, -1.08], [0.91, -0.81, -1.91], [1.12, -0.01, 2.86], [2.53, 0.27, 0.58], [-0.35, -0.66, 2.53], [2.22, -0.65, 1.37], [1.04, 0.68, 0.22], [6.55, 0.86, -0.91], [-1.90, -1.24, 0.23], [1.12, 1.96, -5.01], [2.29, 1.63, -0.35], [-9.35, -1.57, 0.24], [-1.10, 0.36, -0.81], [-1.83, -1.98, 4.34]], "lowdin_charge": [-0.13, 0.09, 0.11, -0.16, 0.20, -0.28, 0.11, -0.19, 0.16, 0.16, -0.15, -0.15, 0.17, 0.17, 0.13, -0.12, -0.15, 0.08, -0.04, 0.13, -0.01, -0.17, 0.14, -0.04, 0.14, 0.09, -0.25, 0.07, 0.11, 0.03, 0.14, -0.06, 0.13, 0.15, 0.13, -0.04, -0.04, -0.09, 0.10, -0.14, -0.20, 0.12, -0.21, 0.13, 0.15, 0.09, -0.09, 0.16, 0.11, 0.17, -0.12, -0.14, 0.12, -0.04, 0.07, -0.05, 0.18, 0.01], "energy_ha": -1265.517318, "smiles": "NCCCC[C@H]1[C@H](OC(=O)c2ccccc2)OCC[N@@H+]1CCCCOC=O", "charge": 1, "fmax_ha_per_bohr": 0.187}


No. 3
{"formula": "C6H10O2", "method": "ωB97M-V/def2-TZVPD", "elements": ["C", "H", "C", "C", "H", "C", "H", "H", "H", "O", "H", "H", "H", "H", "C", "H", "O", "C"], "coordinates": [[0.670901, 0.094549, -0.425981], [2.376030, 1.060775, 0.393042], [1.462803, 1.157049, -0.173984], [0.025083, -2.144007, 1.315725], [-0.323923, 0.713527, -2.210953], [-0.586335, 0.241010, -1.256366], [2.190745, -1.184161, -0.462316], [-2.517951, 1.200124, -1.225716], [1.153462, 2.156062, -0.422224], [1.259648, -1.194447, -0.720296], [-1.278399, 2.065108, -0.292490], [-0.967782, -0.756173, -1.476181], [-1.998455, 0.578208, 0.346903], [-0.540800, -0.687979, 2.651546], [0.069391, -0.903986, 1.787369], [0.964528, -0.311004, 1.862483], [-0.300247, -3.162652, 0.874419], [-1.658698, 1.077995, -0.564980]], "forces_ev_per_angstrom": [[2.31, 0.31, -3.90], [0.38, -0.09, -0.25], [-0.54, -0.84, 0.70], [-1.14, 0.35, 0.06], [0.11, -0.22, 0.16], [-0.32, -0.03, 0.62], [-0.07, 0.20, -0.07], [0.00, 0.09, 0.05], [-0.38, 0.18, 0.32], [-0.91, 1.16, 1.48], [-0.07, -0.06, -0.05], [-0.02, 0.00, -0.02], [0.04, 0.11, -0.08], [-0.60, -0.33, -0.05], [0.63, -0.41, 1.34], [0.14, -0.30, -0.49], [0.53, 0.03, 0.12], [-0.08, -0.16, 0.05]], "lowdin_charge": [-0.42, 0.06, 0.03, -0.26, 0.12, -0.20, 0.11, 0.07, 0.06, -0.03, 0.07, 0.11, 0.07, 0.08, -0.01, 0.06, 0.18, -0.10], "energy_ha": -384.995293, "smiles": "C=C(O)CC.C=C=O", "charge": 0, "fmax_ha_per_bohr": 0.088}


No. 4
{"formula": "C15H22BrNO", "method": "ωB97M-V/def2-TZVPD", "elements": ["C", "H", "O", "H", "C", "C", "H", "C", "C", "C", "H", "C", "C", "H", "Br", "H", "H", "H", "H", "H", "H", "H", "C", "H", "H", "C", "C", "C", "H", "H", "C", "N", "H", "C", "H", "H", "H", "H", "C", "H"], "coordinates": [[1.653334, -1.960926, -2.047997], [-1.870387, 1.272639, -2.678946], [1.729531, -0.283642, 1.159898], [3.284262, 0.838959, -2.981098], [-0.378393, 1.262424, 2.705571], [1.963181, 0.983093, 1.740932], [1.282371, -2.896735, -2.437472], [-1.041593, -0.098265, 2.459958], [-1.944302, -0.842710, -2.162637], [1.955563, -0.468043, -0.158199], [-1.947163, 1.759176, -0.424887], [2.773254, 0.130085, -2.347048], [2.291412, -1.052142, -2.876751], [3.019527, 1.342365, -0.611930], [0.628717, -2.909345, 0.426304], [-0.867143, 1.756686, 3.548210], [-1.182683, -1.616015, -2.251002], [1.696476, 1.780990, 1.036102], [2.414500, -1.274279, -3.925079], [-3.612063, -0.453120, -0.826260], [1.469565, 2.035171, 3.517760], [-0.266189, 1.197849, -0.296984], [-2.180293, -0.088261, 1.434086], [1.293649, 0.280777, 3.657908], [-0.282417, 0.519303, -2.534628], [1.489370, -1.665689, -0.711158], [-1.266952, 0.909963, -0.622646], [-2.626679, -0.953509, -0.804388], [-2.775434, 0.838678, 1.525601], [-1.425783, -0.478826, 3.407866], [1.118945, 1.136737, 3.005468], [-1.693788, -0.284392, 0.082593], [3.031252, 1.078207, 1.986185], [-1.287956, 0.543710, -2.115776], [-0.511402, 1.909046, 1.837328], [-2.644207, -0.947913, -2.989453], [-2.765830, -1.987261, -0.484230], [-0.299071, -0.805962, 2.101975], [2.615217, 0.421216, -1.001773], [-2.840397, -0.930039, 1.656597]], "forces_ev_per_angstrom": [[0.01, 0.05, 0.08], [0.04, 0.02, -0.01], [-0.09, -0.15, -0.14], [0.04, 0.06, -0.05], [0.14, -0.20, 0.14], [0.22, 0.48, 0.38], [-0.04, -0.07, 0.01], [-0.23, 0.14, -0.05], [-0.13, -0.03, 0.08], [-0.03, -0.18, -0.19], [0.04, -0.04, 0.04], [-0.02, -0.05, -0.08], [0.05, 0.05, -0.09], [0.01, 0.07, 0.07], [0.06, -0.12, -0.15], [-0.04, 0.07, -0.07], [0.00, -0.06, 0.00], [0.03, -0.07, 0.03], [0.02, -0.02, -0.10], [-0.01, -0.02, 0.02], [0.09, -0.03, 0.02], [-0.01, 0.14, 0.01], [0.24, -0.25, 0.22], [0.09, -0.01, 0.12], [0.01, 0.03, -0.03], [-0.12, -0.12, 0.29], [0.18, 0.24, 0.03], [0.00, -0.11, -0.13], [-0.05, -0.06, -0.04], [0.01, -0.02, 0.08], [-0.06, 0.03, -0.44], [-0.16, 0.04, -0.17], [-0.12, 0.01, -0.11], [0.07, 0.00, 0.00], [-0.02, 0.11, -0.03], [-0.01, -0.04, -0.04], [-0.09, -0.01, 0.01], [-0.07, -0.07, 0.05], [-0.01, 0.12, 0.28], [-0.05, 0.07, 0.00]], "lowdin_charge": [-0.14, 0.10, -0.10, 0.10, -0.19, -0.20, 0.10, -0.18, -0.16, -0.33, 0.12, -0.09, -0.10, 0.11, 0.82, 0.11, 0.09, 0.12, 0.10, 0.12, 0.11, 0.09, -0.20, 0.12, 0.09, -0.59, -0.18, -0.20, 0.12, 0.11, -0.16, -0.18, 0.13, -0.14, 0.10, 0.10, 0.11, 0.05, -0.02, 0.12], "energy_ha": -3288.762355, "smiles": "Brc1ccccc1OCCCCCN1CCCC1", "charge": 0, "fmax_ha_per_bohr": 0.013}